A 2-piece molecular cluster, CH3Cl2NO overall in a non-equilibrium geometry. Source: the Open Molecules 2025 dataset; level of theory: the ωB97M-V functional and the def2-TZVPD basis.

Results
spin multiplicity: 1
electronic energy: -29664.89167 eV
LUMO: 0.0 eV
energy above the lowest of the compared OMol25 structures with the same formula, charge and spin: 86.60 kcal per mole
HOMO level: -8.880 eV
charge: 0
orbital gap: 8.90 eV

Each line ends with the Löwdin charge.
Geometry (Å):
C (0.1272, 0.7659, -0.1597)  -1.269
N (-0.5413, -1.2659, 0.5027)  -0.015
O (-0.3582, 0.7209, -1.3750)  -0.091
Cl (-0.7267, 1.7714, 0.8860)  0.716
Cl (1.8826, 0.7699, 0.1402)  0.582
H (0.4038, -1.7661, 0.6379)  0.008
H (-0.6445, -0.9848, 1.4102)  -0.107
H (-0.1431, -0.0114, -2.0423)  0.176

Cartesian forces (eV/Å) of the 3 atoms listed first:
C -0.2 -5.0 0.8
N 3.4 0.9 -3.3
O 0.1 0.2 -2.1